(1)
Computed, not measured: a structure of composition C59H48N4O3P2ReSi in a non-equilibrium geometry, with ωB97M-V with the def2-TZVPD basis set.

Element x y z (Å)
Re  -0.252570  -1.792620  0.061913
C  -0.102055  -5.624454  0.878725
Si  0.722827  -4.146133  -0.039230
C  2.520018  -4.055030  0.599176
C  3.341658  -5.174241  0.651812
C  4.628001  -5.092593  1.157222
C  5.108308  -3.891263  1.655954
C  4.307334  -2.765572  1.619134
C  3.028434  -2.848467  1.080710
P  2.047564  -1.332250  0.911880
C  2.980471  -0.431163  -0.363499
C  3.002706  0.961885  -0.396861
C  3.702097  1.619395  -1.393682
C  4.350896  0.897984  -2.384489
C  4.288768  -0.487362  -2.380754
C  3.607025  -1.152673  -1.378610
C  2.293538  -0.460060  2.484312
C  3.283386  0.491642  2.709660
C  3.384577  1.087520  3.954765
C  2.521938  0.732054  4.978321
C  1.570288  -0.253631  4.769240
C  1.455219  -0.848696  3.527656
C  0.556207  -4.695260  -1.859516
C  1.300596  -5.736291  -2.399926
C  1.051717  -6.203119  -3.679244
C  0.022284  -5.657786  -4.431962
C  -0.730759  -4.622005  -3.910470
C  -0.455910  -4.128927  -2.636289
P  -1.330918  -2.646889  -2.039243
C  -3.074580  -3.059712  -1.820840
C  -3.584022  -4.336242  -2.006403
C  -4.938118  -4.553068  -1.817296
C  -5.774763  -3.509430  -1.452019
C  -5.259552  -2.235001  -1.257993
C  -3.906039  -2.015641  -1.415896
C  -1.322380  -1.652361  -3.576939
C  -0.144653  -1.618436  -4.328057
C  -0.111097  -0.966083  -5.546450
C  -1.253104  -0.348806  -6.037241
C  -2.422488  -0.378518  -5.296154
C  -2.458985  -1.022048  -4.070356
H  0.344717  -6.552779  0.532517
H  -1.166759  -5.679151  0.666281
H  0.032524  -5.580506  1.955114
H  2.969365  -6.123119  0.298958
H  5.260746  -5.966263  1.168276
H  6.102638  -3.826818  2.069626
H  4.673729  -1.824550  2.002879
H  2.468993  1.532329  0.352531
H  3.739683  2.698455  -1.394227
H  4.891528  1.414368  -3.164038
H  4.777552  -1.052093  -3.158801
H  3.556883  -2.232342  -1.380524
H  3.982617  0.757207  1.929736
H  4.150079  1.828134  4.123557
H  2.604992  1.213390  5.939531
H  0.925927  -0.562441  5.576801
H  0.733262  -1.634211  3.347167
H  2.096656  -6.173898  -1.817935
H  1.659371  -6.992169  -4.093785
H  -0.185059  -6.028769  -5.424889
H  -1.524906  -4.181201  -4.495172
H  -2.926946  -5.150690  -2.272423
H  -5.340958  -5.546525  -1.932663
H  -6.830660  -3.688421  -1.310775
H  -5.907217  -1.420957  -0.966129
H  -3.469833  -1.046597  -1.193274
H  0.736160  -2.137419  -3.971327
H  0.799732  -0.960440  -6.126202
H  -1.237011  0.135529  -7.001158
H  -3.320869  0.077651  -5.683271
H  -3.388600  -1.058745  -3.523202
C  -1.675723  11.777080  3.291152
O  -1.191929  11.195810  2.097682
C  -1.148983  9.871760  1.968142
C  -0.679125  9.403713  0.726393
C  -0.619853  8.062449  0.456189
C  -1.019774  7.123834  1.421016
C  -1.469837  7.591321  2.664200
C  -1.533732  8.936939  2.941566
C  -0.977273  5.705281  1.187101
N  -1.307151  4.786074  2.075466
C  -1.104003  3.595793  1.475407
C  -0.636748  3.781926  0.165013
N  -0.564498  5.133553  0.006959
C  -0.301964  2.703173  -0.683858
C  0.175460  2.839315  -1.996673
C  0.572751  1.717387  -2.682777
C  0.493364  0.480611  -2.046739
N  -0.033048  0.311766  -0.846756
C  -0.441496  1.390973  -0.147581
C  -0.962889  1.188437  1.179994
N  -1.109778  -0.077072  1.627287
C  -1.553780  -0.263458  2.857311
C  -1.874864  0.767060  3.738074
C  -1.736230  2.064819  3.311413
C  -1.283642  2.292336  2.007147
H  -1.638281  12.853305  3.131851
H  -1.041905  11.513057  4.142470
H  -2.707686  11.473133  3.489416
H  -0.376092  10.137942  -0.002263
H  -0.266935  7.747649  -0.514749
H  -1.775440  6.864551  3.400302
H  -1.881837  9.262867  3.908825
H  -0.283216  5.638178  -0.816919
H  0.242479  3.814117  -2.454490
H  0.955323  1.776487  -3.687874
H  0.889487  -0.400429  -2.532096
H  -1.661605  -1.279908  3.193995
H  -2.228140  0.530735  4.729171
H  -1.963539  2.909829  3.940445
C  -1.913547  -3.860558  3.435048
O  -1.051243  -3.170894  2.505293
C  -1.522451  -3.000552  1.268796
O  -2.600354  -3.383350  0.904259
H  -1.402044  -3.846250  4.393805
H  -2.066335  -4.882357  3.090231
H  -2.884091  -3.364039  3.507117

Atomic forces in eV per Å
Re -1.4776 1.0973 0.7922
C 0.4312 0.5346 -0.3165
Si -0.8061 0.7500 0.5114
C -0.5561 0.1986 -0.2659
C 0.1333 -0.0437 0.0452
C 0.0531 -0.0778 0.0014
C 0.0414 0.0894 0.0079
C -0.0122 -0.0906 -0.0137
C -0.0394 0.0409 0.0412
P -1.1768 -1.3580 -0.9069
C -0.0975 0.2162 0.2185
C 0.0904 -0.1703 -0.0703
C 0.0132 0.0722 -0.0462
C -0.0464 0.0629 -0.0161
C -0.0138 0.0445 -0.1379
C -0.0953 0.0648 0.1574
C -0.1215 0.0112 -0.2119
C -0.0873 -0.0752 -0.0115
C 0.0843 0.0877 0.0278
C 0.0257 0.0212 -0.0333
C 0.0001 -0.0024 0.0677
C 0.0709 0.0130 -0.1429
C -0.0018 0.3889 0.5096
C 0.0324 -0.0608 -0.1696
C 0.0746 -0.0303 0.0321
C -0.1056 0.0610 -0.0306
C -0.0484 -0.0926 0.0056
C -0.0357 -0.0387 -0.0470
P 1.1906 -0.8183 -0.1575
C 0.0760 0.3962 0.1869
C 0.1832 0.1799 -0.0336
C -0.1413 0.0033 0.1159
C 0.0191 -0.0002 -0.0771
C -0.0183 0.0562 0.0883
C 0.0381 -0.1898 0.0233
C -0.0291 0.0058 0.0623
C -0.1318 0.0893 0.0227
C 0.0939 0.0247 0.0002
C -0.0691 0.0266 0.0354
C 0.0446 0.1049 -0.1444
C 0.0673 -0.0094 0.0843
H 0.1074 -0.1796 -0.0957
H -0.1403 0.0482 -0.1008
H 0.0727 0.0937 0.1566
H -0.0044 -0.1986 -0.0203
H 0.0503 -0.1236 0.0391
H 0.1090 -0.0394 0.0301
H 0.0975 0.0805 0.0607
H 0.0559 0.0432 0.0936
H 0.0192 0.1293 -0.0406
H 0.0729 0.0259 -0.0295
H 0.0745 -0.0647 -0.0927
H 0.0707 -0.0936 0.0257
H 0.0050 0.0345 -0.0120
H 0.0961 0.0940 0.0637
H 0.0196 0.0200 0.1421
H -0.0947 -0.0443 0.1282
H -0.0923 -0.0704 0.0512
H 0.1307 -0.1314 0.0327
H 0.0585 -0.1188 -0.0380
H -0.0122 -0.0366 -0.0547
H -0.0693 0.0176 -0.1393
H 0.0198 -0.0806 -0.0540
H -0.0497 -0.1150 -0.0652
H -0.0520 -0.0230 0.0020
H -0.0644 0.0126 0.0533
H -0.1151 0.0756 -0.0634
H 0.0824 -0.0540 -0.0067
H 0.0851 -0.0108 -0.0651
H 0.0176 0.0513 -0.0998
H -0.0736 0.0633 -0.0392
H -0.0243 -0.0200 -0.0334
C -0.3003 0.3911 0.7882
O 0.2583 -1.2088 -0.6197
C -0.0331 0.6102 0.0285
C 0.1855 -0.3809 -0.5257
C 0.0642 0.7397 -0.1960
C 0.0475 -1.0936 -0.2409
C -0.1785 0.4694 0.4706
C -0.1433 -0.3068 0.3509
C 0.1056 1.4685 -0.1850
N -0.1853 -1.1232 0.5025
C -0.0900 1.0147 0.2707
C 0.0312 0.4984 -0.1181
N 0.0854 -0.4509 -0.3795
C 0.0769 -0.6754 -0.2870
C 0.0218 -0.2187 -0.0044
C -0.1111 0.2299 0.1634
C 0.2623 0.1249 -0.4687
N -0.3574 -0.5036 0.6957
C 0.3772 0.5514 -0.7252
C -0.3779 0.2267 1.0353
N 0.9798 -0.4183 -0.7596
C -0.2902 -0.0113 0.4435
C -0.0421 0.2556 -0.2363
C 0.0461 -0.1197 -0.1519
C -0.0148 -0.9167 0.0376
H -0.0077 -0.1476 0.0292
H -0.0239 0.0139 -0.1100
H 0.0997 0.0195 -0.0774
H 0.0324 0.0597 -0.1181
H 0.0555 0.0321 -0.0755
H -0.0191 -0.0047 0.1147
H -0.0419 0.0236 0.0508
H 0.0253 -0.0834 -0.0311
H 0.0355 0.1140 -0.0790
H 0.0718 -0.0218 -0.0996
H -0.0874 0.0736 0.0599
H 0.0835 -0.1199 -0.1332
H -0.0103 -0.0272 0.0625
H -0.0444 0.0896 0.1206
C -0.1564 -0.0790 -0.1017
O -0.0584 -0.3487 1.3680
C 2.1739 0.4177 -1.2110
O -0.6948 -0.0744 0.2587
H 0.0201 -0.0335 -0.0395
H -0.0385 0.0195 0.1058
H 0.0621 -0.0444 -0.0155

Summary:
Energy in hartree: -3771.92262
Energy relative to the best compared isomer or geometry (same formula, charge and spin) in eV: 0.0000
Multiplicity: 2
Frontier orbital gap (spin up / spin down) in eV: 5.8 / 2.7
Net charge: +2
LUMO level (spin up / spin down) in eV: -5.54 / -8.66

=====

(2)
Computed, not measured: a structure of composition C59H50I2MoN10O3S4, with ωB97M-V with the def2-TZVPD basis set.

Element x y z (Å)
Mo  0.002774  0.137544  -0.100736
I  6.914659  -1.005019  2.753216
C  4.896677  -1.056577  2.240057
C  3.930088  -0.878564  3.221114
C  2.588104  -0.885486  2.871761
I  1.110663  -0.595532  4.312271
C  2.198833  -1.068364  1.546239
O  0.910872  -1.066019  1.196655
C  3.181611  -1.269476  0.573301
C  2.707434  -1.507897  -0.827854
N  1.872491  -0.387298  -1.345526
C  2.627803  0.872303  -1.527749
C  2.695421  1.625522  -0.230619
C  3.796440  2.360833  0.158132
C  3.753761  3.035961  1.369890
C  2.612093  2.953813  2.149166
C  1.547921  2.197189  1.696591
N  1.590700  1.550089  0.526483
C  4.523341  -1.258962  0.918857
H  4.219225  -0.730390  4.252332
H  3.558955  -1.667273  -1.494772
H  2.070637  -2.395619  -0.860457
H  1.541512  -0.670592  -2.262043
H  3.629580  0.682266  -1.920627
H  2.087649  1.482507  -2.258385
H  4.677530  2.387794  -0.468391
H  4.607681  3.610113  1.703925
H  2.541859  3.457325  3.102273
H  0.636486  2.084595  2.264432
H  5.278435  -1.411613  0.157520
N  -1.274365  -1.507167  -0.347003
S  -2.242745  -2.575406  -0.184768
N  -3.656223  -2.277682  0.594049
S  -3.730289  -1.950704  2.109400
N  -2.744406  -0.957928  2.766841
S  -2.372425  0.541693  2.221204
N  -1.141550  0.704652  1.454619
C  -3.820537  1.145874  1.385827
C  -4.852068  1.766863  2.077426
C  -5.939525  2.240210  1.360508
C  -5.982559  2.094072  -0.020324
C  -4.943244  1.470207  -0.695936
C  -3.849932  0.992590  0.006862
C  -2.295960  1.428906  3.748320
C  -1.915510  2.761702  3.639211
C  -1.805141  3.511866  4.798547
C  -2.061951  2.930984  6.034752
C  -2.435674  1.597471  6.122899
C  -2.562391  0.832204  4.971691
C  -3.538726  -3.384387  3.127789
C  -2.384895  -3.558791  3.876466
C  -2.259224  -4.722981  4.620526
C  -3.269931  -5.673718  4.609984
C  -4.416757  -5.480502  3.848096
C  -4.557022  -4.330169  3.092114
C  -5.416576  -1.471991  2.339025
C  -6.292114  -1.362184  1.273225
C  -7.594516  -0.957337  1.531010
C  -7.995012  -0.679521  2.829325
C  -7.100419  -0.800589  3.888049
C  -5.797815  -1.196456  3.647606
C  -1.619076  -4.062545  0.560029
C  -2.402186  -5.210527  0.617276
C  -1.872626  -6.340372  1.213709
C  -0.583563  -6.311432  1.740591
C  0.177066  -5.154207  1.683155
C  -0.340597  -4.010390  1.086502
C  -2.917245  -3.113446  -1.738406
C  -2.164584  -4.017233  -2.478421
C  -2.564771  -4.327488  -3.768856
C  -3.695201  -3.726333  -4.308775
C  -4.427333  -2.812280  -3.563701
C  -4.039696  -2.497040  -2.269487
H  -4.804666  1.892722  3.150896
H  -6.745973  2.739317  1.880230
H  -6.824553  2.487404  -0.573986
H  -4.967068  1.385819  -1.774232
H  -3.018932  0.522887  -0.504026
H  -1.710395  3.198279  2.667976
H  -1.519140  4.552909  4.735044
H  -1.969458  3.521904  6.936096
H  -2.626951  1.149099  7.088356
H  -2.837229  -0.210907  5.025654
H  -1.611679  -2.802252  3.877552
H  -1.369126  -4.880409  5.214356
H  -3.167231  -6.572461  5.203289
H  -5.203760  -6.221896  3.849510
H  -5.447505  -4.165327  2.498601
H  -5.961204  -1.588986  0.271445
H  -8.295959  -0.863598  0.713383
H  -9.013200  -0.369332  3.022099
H  -7.420263  -0.588522  4.898945
H  -5.091720  -1.298400  4.462284
H  -3.400594  -5.221305  0.197346
H  -2.459919  -7.247207  1.264129
H  -0.174807  -7.202089  2.199085
H  1.175143  -5.136051  2.100471
H  0.220648  -3.084736  1.042900
H  -1.286482  -4.483487  -2.048734
H  -1.999887  -5.043985  -4.349480
H  -4.008854  -3.976098  -5.313343
H  -5.306496  -2.346597  -3.988061
H  -4.596894  -1.779908  -1.683076
N  2.304399  6.914769  -4.005131
C  1.496841  6.169495  -3.187891
C  0.152948  5.950407  -3.519401
C  -0.651459  5.169119  -2.716391
C  -0.124604  4.595698  -1.565229
C  1.205484  4.810211  -1.214548
C  2.012121  5.583743  -2.019599
S  -1.125179  3.597164  -0.545876
O  -0.654538  3.705699  0.809271
O  -2.506434  3.847508  -0.831069
N  -0.754485  2.048365  -0.990559
C  -1.034943  1.562800  -2.208995
N  -0.643255  0.267294  -2.208606
C  -0.923318  -0.499804  -3.260148
C  -1.524509  0.051665  -4.368750
C  -1.826592  1.415138  -4.305843
N  -1.606454  2.177423  -3.244270
H  1.867716  7.507316  -4.690069
H  3.167010  7.268694  -3.629450
H  -0.256547  6.408721  -4.410752
H  -1.689047  5.000764  -2.966764
H  1.592183  4.395827  -0.291766
H  3.043536  5.764889  -1.742496
H  -0.664229  -1.550725  -3.187929
H  -1.749218  -0.536326  -5.244658
H  -2.278368  1.910369  -5.158459

Atomic forces in eV per Å
Mo -0.0539 0.0623 0.0116
I -0.0133 -0.0002 -0.0034
C 0.0169 0.0005 -0.0054
C -0.0035 -0.0025 0.0168
C 0.0096 0.0002 -0.0101
I 0.0114 0.0127 0.0104
C 0.0099 -0.0023 0.0031
O -0.0520 -0.0467 -0.0505
C -0.0270 0.0043 -0.0022
C 0.0147 -0.0080 0.0151
N -0.0127 -0.0043 -0.0442
C 0.0301 -0.0024 -0.0114
C -0.0248 -0.0006 0.0134
C 0.0002 0.0009 -0.0067
C -0.0186 0.0012 -0.0010
C 0.0252 0.0036 -0.0196
C 0.0066 -0.0011 0.0319
N -0.0654 -0.0681 0.0449
C 0.0115 -0.0059 -0.0044
H 0.0029 0.0051 0.0054
H -0.0076 0.0061 0.0054
H 0.0109 0.0041 -0.0112
H 0.0042 0.0031 0.0106
H -0.0077 -0.0001 0.0105
H 0.0107 0.0002 0.0086
H -0.0004 -0.0002 -0.0042
H 0.0053 0.0005 0.0003
H -0.0044 -0.0003 0.0067
H 0.0157 0.0011 -0.0089
H 0.0061 -0.0003 -0.0067
N 0.1539 -0.0628 0.1012
S -0.1042 0.1375 -0.0499
N 0.0136 -0.0336 0.0059
S 0.0734 0.0340 0.0759
N -0.0797 -0.0073 -0.0494
S 0.0788 -0.0920 0.0231
N -0.0728 0.1487 -0.0767
C 0.0158 0.0248 0.0305
C -0.0254 -0.0034 -0.0156
C 0.0065 -0.0067 0.0047
C 0.0007 0.0150 0.0080
C -0.0112 -0.0011 0.0299
C 0.0204 -0.0106 -0.0232
C -0.0370 -0.0303 -0.0068
C -0.0205 0.0068 -0.0328
C -0.0014 -0.0017 0.0017
C 0.0092 0.0062 -0.0026
C -0.0003 -0.0178 -0.0132
C 0.0178 0.0191 0.0102
C -0.0452 -0.0172 -0.0242
C -0.0163 0.0101 -0.0032
C 0.0096 -0.0012 -0.0071
C -0.0042 -0.0025 -0.0108
C 0.0065 0.0105 0.0101
C 0.0123 -0.0006 0.0114
C 0.0108 -0.0177 -0.0263
C -0.0071 -0.0298 0.0053
C 0.0056 0.0051 0.0109
C 0.0016 0.0032 -0.0126
C 0.0011 0.0208 -0.0051
C 0.0088 0.0082 0.0038
C -0.0207 0.0173 -0.0377
C 0.0202 0.0001 -0.0069
C 0.0101 0.0116 0.0016
C -0.0133 0.0023 0.0154
C -0.0111 0.0213 -0.0017
C 0.0436 -0.0125 0.0183
C 0.0826 -0.0739 -0.0173
C -0.0336 -0.0002 0.0027
C -0.0185 0.0107 -0.0098
C 0.0216 -0.0116 -0.0051
C 0.0002 0.0126 0.0202
C -0.0066 0.0267 0.0044
H 0.0076 0.0076 0.0161
H -0.0056 0.0066 0.0005
H -0.0095 0.0031 -0.0046
H -0.0012 -0.0010 -0.0154
H -0.0172 0.0059 0.0127
H 0.0238 0.0007 0.0117
H 0.0032 0.0034 -0.0030
H 0.0008 0.0044 0.0030
H -0.0026 -0.0015 0.0017
H -0.0133 -0.0136 -0.0030
H 0.0234 0.0067 -0.0028
H 0.0047 -0.0022 0.0048
H 0.0006 -0.0037 0.0054
H -0.0041 -0.0058 -0.0035
H -0.0088 -0.0031 -0.0064
H 0.0078 0.0013 -0.0216
H -0.0033 0.0039 -0.0029
H -0.0059 -0.0035 0.0013
H -0.0016 0.0007 0.0027
H 0.0103 0.0035 0.0087
H -0.0061 0.0017 -0.0024
H -0.0016 -0.0075 0.0023
H 0.0047 -0.0062 0.0034
H 0.0031 -0.0034 0.0059
H -0.0052 0.0181 -0.0135
H 0.0047 -0.0074 -0.0025
H 0.0034 -0.0036 -0.0029
H -0.0019 -0.0025 -0.0067
H -0.0051 0.0013 -0.0033
H -0.0229 0.0202 0.0279
N 0.0025 0.0100 -0.0101
C 0.0120 -0.0100 0.0172
C -0.0115 -0.0100 0.0058
C 0.0170 0.0264 -0.0271
C -0.0129 -0.0029 0.0250
C 0.0056 0.0030 0.0033
C -0.0085 0.0095 -0.0104
S -0.0606 -0.0115 0.0073
O 0.0122 0.0332 -0.0005
O 0.0071 -0.0162 -0.0066
N 0.0949 -0.0628 0.0022
C 0.0132 -0.0226 0.0375
N -0.0461 -0.0409 -0.0182
C 0.0016 0.0237 0.0210
C -0.0071 0.0022 -0.0119
C 0.0176 -0.0066 0.0119
N -0.0152 -0.0250 -0.0140
H 0.0058 -0.0006 0.0019
H -0.0037 -0.0032 -0.0018
H -0.0018 0.0016 -0.0045
H -0.0005 0.0068 0.0000
H 0.0016 -0.0108 0.0082
H 0.0032 0.0032 0.0013
H -0.0005 0.0057 -0.0136
H 0.0021 -0.0149 -0.0004
H -0.0062 0.0068 -0.0003

Summary:
Energy in hartree: -5307.37972
Energy relative to the best compared isomer or geometry (same formula, charge and spin) in eV: 0.0000
Multiplicity: 3
Frontier orbital gap (spin up / spin down) in eV: 7.5 / 7.0
Net charge: +2
LUMO level (spin up / spin down) in eV: -4.23 / -4.78